# 1
Density functional theory data (the ωB97M-V functional and the def2-TZVPD basis) for 8 unconnected molecules or ions with the total composition C27H59N5O8 in a non-equilibrium geometry.

Each line ends with the Mulliken charge.
Cartesian coordinates (Å):
C1 -11.83 -20.24 -9.55  -0.89
N1 -12.73 -19.36 -8.91  0.15
C2 -14.16 -19.48 -9.21  -1.00
C3 -12.29 -18.41 -8.05  0.45
O1 -12.99 -17.52 -7.56  -0.66
H1 -12.38 -21.18 -9.61  0.35
H2 -10.92 -20.43 -8.99  0.15
H3 -11.77 -19.90 -10.59  0.35
H4 -14.65 -20.41 -8.91  0.32
H5 -14.69 -18.72 -8.64  0.34
H6 -14.35 -19.37 -10.27  0.33
H7 -11.21 -18.51 -7.88  0.19
C4 -5.97 -18.96 -6.01  0.34
N2 -7.03 -19.57 -6.78  0.33
C5 -6.75 -20.84 -7.35  -0.38
C6 -8.16 -18.84 -6.86  -0.02
O2 -9.12 -19.04 -7.58  -0.66
H8 -5.18 -18.70 -6.71  -0.28
H9 -5.57 -19.66 -5.27  -0.47
H10 -6.28 -18.06 -5.48  0.21
H11 -6.41 -21.48 -6.54  0.05
H12 -7.60 -21.28 -7.87  0.09
H13 -5.94 -20.70 -8.07  0.18
H14 -8.17 -17.98 -6.17  0.42
C7 -8.82 -22.75 -4.60  -0.85
N3 -10.16 -22.29 -4.65  0.18
C8 -10.96 -22.40 -3.45  -0.99
C9 -10.60 -21.74 -5.76  0.53
O3 -11.76 -21.44 -5.99  -0.72
H15 -8.85 -23.73 -4.13  0.41
H16 -8.18 -22.09 -4.02  0.44
H17 -8.45 -22.93 -5.61  -0.15
H18 -11.95 -21.99 -3.69  0.31
H19 -11.07 -23.38 -2.98  0.31
H20 -10.47 -21.91 -2.62  0.34
H21 -9.88 -21.70 -6.60  0.18
C10 -1.18 -21.46 -7.69  -1.06
N4 -1.84 -20.21 -8.15  0.26
C11 -3.28 -20.37 -8.42  -0.59
C12 -1.18 -19.06 -8.28  -0.01
O4 -1.70 -17.97 -8.37  -0.54
H22 -1.83 -22.22 -7.25  0.30
H23 -0.58 -21.25 -6.80  0.41
H24 -0.58 -21.87 -8.50  0.37
H25 -3.79 -20.63 -7.50  0.00
H26 -3.78 -19.42 -8.60  0.29
H27 -3.51 -21.10 -9.20  0.27
H28 -0.10 -19.22 -8.13  0.35
C13 -7.02 -14.06 -3.91  -0.68
N5 -6.09 -14.87 -3.15  0.13
C14 -4.95 -15.51 -3.88  -0.37
C15 -6.28 -15.15 -1.84  0.12
O5 -5.47 -15.79 -1.17  -0.61
H29 -7.88 -13.58 -3.44  0.36
H30 -7.51 -14.73 -4.63  0.13
H31 -6.53 -13.30 -4.51  0.24
H32 -4.59 -16.43 -3.42  0.33
H33 -5.19 -15.94 -4.86  -0.28
H34 -4.16 -14.76 -3.94  0.35
H35 -7.23 -14.76 -1.44  0.29
C16 -4.48 -21.26 -2.55  -0.78
C17 -3.05 -21.51 -2.96  -0.65
C18 -3.16 -21.44 -4.48  -0.14
O6 -4.45 -21.90 -4.78  -0.47
C19 -5.35 -21.76 -3.76  0.00
H36 -4.61 -20.19 -2.38  0.24
H37 -4.63 -21.69 -1.56  0.39
H38 -2.65 -22.48 -2.66  0.29
H39 -2.35 -20.85 -2.44  0.34
H40 -2.41 -22.11 -4.90  0.11
H41 -3.07 -20.41 -4.82  0.19
H42 -5.79 -22.73 -3.53  0.45
H43 -6.13 -21.00 -3.88  0.00
C20 -3.95 -14.53 -8.14  -0.74
C21 -5.09 -13.69 -7.62  -0.59
C22 -6.29 -14.73 -7.53  -0.58
O7 -5.59 -15.90 -7.04  -0.21
C23 -4.21 -15.92 -7.52  -0.13
H44 -2.98 -14.15 -7.85  0.34
H45 -4.01 -14.65 -9.23  0.33
H46 -5.38 -12.89 -8.31  0.44
H47 -4.91 -13.26 -6.63  0.17
H48 -6.68 -15.01 -8.51  0.38
H49 -7.18 -14.49 -6.95  0.30
H50 -4.07 -16.69 -8.27  0.10
H51 -3.55 -15.84 -6.65  0.21
C24 -9.03 -25.94 -8.77  -0.69
C25 -9.29 -25.12 -9.94  -0.59
C26 -9.60 -23.74 -9.27  -0.31
O8 -9.25 -23.90 -7.90  -0.15
C27 -8.42 -24.94 -7.80  -0.59
H52 -8.29 -26.73 -8.93  0.36
H53 -9.90 -26.42 -8.33  0.27
H54 -10.09 -25.51 -10.56  0.31
H55 -8.39 -25.23 -10.54  0.25
H56 -10.66 -23.54 -9.36  0.19
H57 -8.97 -22.94 -9.66  0.28
H58 -8.23 -25.33 -6.80  0.43
H59 -7.39 -24.77 -8.11  0.29

Properties
SMILES: CN(C)C=O.CN(C)C=O.CN(C)C=O.CN(C)C=O.CN(C)C=O.C1CCOC1.C1CCOC1.C1CCOC1
net charge: 0
HOMO: -8.25 eV
ΔE to the lowest compared entry with this formula, charge and spin: 102.48 kJ/mol



# 2
Density functional theory data (the ωB97M-V functional and the def2-TZVPD basis) for 2 unconnected molecules or ions with the total composition C27H60BBrN3O6P2 in a non-equilibrium geometry.

Each line ends with the Mulliken charge.
Cartesian coordinates (Å):
C1 -6.14 -2.17 0.42  -0.96
C2 -5.46 -1.35 -0.85  -0.06
O1 -5.18 0.03 -0.43  -0.43
B1 -4.35 0.76 -1.39  0.74
O2 -5.00 1.03 -2.73  -0.69
C3 -2.77 1.26 -1.15  1.03
C4 -2.15 0.68 -2.58  -1.05
C5 -0.54 0.56 -2.67  -0.57
C6 -2.02 0.51 0.13  0.64
C7 -1.67 -1.09 0.02  -1.07
C8 -0.03 -1.41 0.06  -0.38
C9 0.38 -2.70 -0.91  -0.50
C10 1.95 -2.59 -1.44  -0.15
N1 2.08 -2.87 -2.95  -0.66
P1 -2.91 0.53 1.87  0.06
O3 -4.19 1.71 1.92  -0.45
Br1 -1.40 1.14 3.51  -0.31
O4 -0.90 1.46 0.46  -0.36
C11 -1.59 2.80 0.37  -0.17
O5 -1.29 3.68 1.32  -0.58
C12 -2.58 2.92 -0.97  0.74
C13 -1.61 3.74 -1.98  -1.10
C14 -2.22 4.11 -3.45  0.41
C15 -0.93 4.45 -4.47  -0.84
C16 -0.74 6.10 -4.63  -0.55
N2 -0.30 6.77 -3.34  -0.56
P2 -4.17 3.95 -0.51  0.03
C17 -5.32 4.15 -2.05  -0.93
C18 -3.55 5.68 0.12  -0.43
C19 -4.06 6.95 -0.77  -0.97
H1 -6.28 -1.46 1.36  0.20
H2 -7.19 -2.64 0.15  0.29
H3 -5.46 -3.07 0.81  0.27
H4 -4.50 -1.94 -1.17  0.07
H5 -6.26 -1.30 -1.72  0.32
H6 -6.00 1.07 -2.51  0.28
H7 -2.60 -0.43 -2.67  0.54
H8 -2.53 1.25 -3.53  0.52
H9 0.09 1.20 -1.93  0.21
H10 -0.19 -0.58 -2.62  -0.35
H11 -0.21 0.92 -3.76  0.26
H12 -2.14 -1.63 -0.91  0.12
H13 -2.11 -1.68 0.97  0.59
H14 0.34 -1.58 1.17  0.27
H15 0.61 -0.50 -0.35  0.14
H16 -0.32 -2.62 -1.85  0.21
H17 0.17 -3.69 -0.32  0.34
H18 2.57 -3.46 -0.91  0.08
H19 2.43 -1.54 -1.27  0.22
H20 1.22 -2.56 -3.45  0.26
H21 2.21 -3.91 -3.10  0.25
H22 -5.00 1.24 2.32  0.32
H23 -1.40 4.79 -1.45  0.13
H24 -0.51 3.28 -2.11  0.40
H25 -2.81 5.14 -3.34  -0.09
H26 -2.96 3.34 -3.91  0.22
H27 -1.08 3.95 -5.54  0.30
H28 0.09 4.05 -4.06  0.29
H29 0.14 6.24 -5.41  0.29
H30 -1.76 6.54 -5.01  0.28
H31 -0.99 7.47 -3.01  0.28
H32 -0.04 6.07 -2.61  0.26
H33 -6.32 3.58 -1.76  0.31
H34 -5.64 5.25 -2.28  0.35
H35 -4.92 3.62 -3.01  0.21
H36 -2.39 5.76 0.22  0.30
H37 -4.04 5.80 1.20  0.38
H38 -5.21 6.99 -0.98  0.29
H39 -3.54 6.91 -1.85  0.17
H40 -3.74 7.98 -0.31  0.33
C20 6.45 -4.95 1.45  -1.19
C21 6.18 -4.96 2.95  -0.33
N3 6.15 -3.56 3.62  -0.02
C22 7.57 -2.95 3.48  -1.04
C23 5.93 -3.71 5.14  -0.35
C24 4.59 -4.26 5.59  -1.08
C25 5.18 -2.55 2.94  -0.84
C26 3.70 -2.97 2.79  -0.18
O6 3.57 -4.11 1.95  -0.13
C27 2.55 -5.01 2.35  -0.89
H41 7.44 -4.55 1.21  0.36
H42 6.42 -5.98 1.08  0.42
H43 5.71 -4.39 0.88  0.21
H44 6.96 -5.53 3.46  0.55
H45 5.23 -5.46 3.17  0.18
H46 8.29 -3.64 3.93  0.39
H47 7.57 -1.99 4.02  0.42
H48 7.79 -2.78 2.43  0.45
H49 6.07 -2.71 5.59  0.37
H50 6.72 -4.36 5.51  0.44
H51 3.83 -3.48 5.62  0.34
H52 4.67 -4.63 6.62  0.42
H53 4.23 -5.10 4.98  0.23
H54 5.59 -2.34 1.95  0.46
H55 5.24 -1.63 3.53  0.39
H56 3.17 -2.15 2.30  0.23
H57 3.22 -3.11 3.75  0.27
H58 1.83 -4.58 3.05  0.43
H59 3.03 -5.88 2.82  0.25
H60 2.03 -5.37 1.46  0.24

Properties
net charge: +1
HOMO: -9.18 eV



# 3
Density functional theory data (the ωB97M-V functional and the def2-TZVPD basis) for 4 unconnected molecules or ions with the total composition C27H60BF4N3 in a non-equilibrium geometry.

Each line ends with the Mulliken charge.
Cartesian coordinates (Å):
C1 3.43 -1.67 1.43  -0.97
C2 3.08 -0.93 2.71  -0.45
C3 1.64 -0.41 2.52  -0.12
N1 0.95 0.18 3.75  0.63
C4 -0.51 0.66 3.39  -1.24
C5 -0.59 1.98 2.59  1.55
C6 0.36 3.02 3.07  -1.47
C7 1.77 2.52 3.43  -0.33
C8 1.80 1.30 4.37  -0.70
C9 0.84 -0.98 4.82  -0.98
H1 4.50 -1.79 1.25  0.36
H2 3.02 -1.12 0.59  -1.07
H3 2.83 -2.58 1.46  0.70
H4 3.85 -0.16 2.68  0.39
H5 3.11 -1.67 3.51  0.18
H6 1.03 -1.21 2.10  0.40
H7 1.62 0.45 1.85  -0.61
H8 -0.99 -0.20 2.92  0.55
H9 -1.06 0.77 4.32  0.62
H10 -0.19 1.81 1.59  -1.53
H11 -1.63 2.30 2.55  0.80
H12 0.35 3.82 2.33  0.50
H13 -0.08 3.56 3.91  0.43
H14 2.33 2.37 2.51  0.12
H15 2.32 3.30 3.96  0.50
H16 2.81 0.91 4.51  0.46
H17 1.50 1.56 5.39  0.53
H18 0.24 -0.60 5.64  0.40
H19 1.82 -1.42 5.04  0.39
H20 0.25 -1.78 4.37  0.35
C10 3.17 -4.22 -0.85  -1.89
C11 3.23 -2.76 -1.12  0.71
C12 2.08 -2.21 -1.88  0.29
N2 2.24 -0.71 -2.37  0.11
C13 1.00 -0.11 -3.12  -0.27
C14 0.98 1.35 -3.44  -1.19
C15 1.20 2.13 -2.15  0.58
C16 2.52 1.66 -1.50  -1.56
C17 2.49 0.17 -1.06  -0.04
C18 3.41 -0.64 -3.40  -0.94
H21 3.91 -4.55 -0.12  0.43
H22 3.23 -4.81 -1.76  0.44
H23 2.27 -4.60 -0.36  0.36
H24 4.22 -2.46 -1.47  0.38
H25 3.18 -2.23 -0.16  0.12
H26 1.14 -2.18 -1.32  -0.52
H27 1.94 -2.83 -2.76  0.74
H28 0.22 -0.26 -2.37  0.08
H29 0.89 -0.75 -4.00  0.69
H30 0.01 1.66 -3.82  0.61
H31 1.71 1.64 -4.20  0.45
H32 0.42 1.96 -1.41  -0.82
H33 1.12 3.21 -2.29  0.61
H34 2.66 2.39 -0.70  0.49
H35 3.26 1.99 -2.24  0.45
H36 1.64 -0.02 -0.40  -0.16
H37 3.40 -0.20 -0.61  1.06
H38 3.57 0.33 -3.87  0.37
H39 3.38 -1.46 -4.12  0.31
H40 4.29 -0.78 -2.77  0.43
C19 -3.40 -2.91 0.23  -1.64
C20 -2.87 -1.76 -0.65  0.52
C21 -3.70 -0.46 -0.36  -0.87
N3 -3.09 0.84 -0.94  0.48
C22 -2.96 0.67 -2.44  -0.61
C23 -4.37 0.54 -3.10  -0.83
C24 -5.26 1.71 -2.77  -0.78
C25 -5.46 2.06 -1.28  -0.83
C26 -4.03 2.07 -0.62  -0.63
C27 -1.73 1.15 -0.23  -0.98
H41 -2.89 -3.84 -0.01  0.39
H42 -4.45 -3.18 0.11  0.41
H43 -3.22 -2.55 1.25  0.32
H44 -2.85 -2.02 -1.70  0.47
H45 -1.86 -1.69 -0.25  -0.27
H46 -3.71 -0.34 0.73  0.31
H47 -4.76 -0.50 -0.61  0.75
H48 -2.37 -0.24 -2.60  0.42
H49 -2.37 1.52 -2.78  0.47
H50 -4.93 -0.37 -2.86  0.29
H51 -4.31 0.45 -4.18  0.46
H52 -6.25 1.62 -3.20  0.45
H53 -4.84 2.56 -3.30  0.30
H54 -6.21 1.40 -0.86  0.37
H55 -6.01 2.99 -1.14  0.45
H56 -4.21 1.99 0.46  0.38
H57 -3.55 2.97 -1.00  0.40
H58 -2.05 1.42 0.78  0.23
H59 -1.28 2.00 -0.76  0.21
H60 -1.09 0.27 -0.16  -0.20
B1 0.19 -0.66 0.23  -0.24
F1 -0.32 -0.72 -1.07  -0.11
F2 -0.88 -0.90 1.16  -0.35
F3 1.28 -1.46 0.45  0.02
F4 0.62 0.61 0.57  -0.53

Properties
net charge: +2
HOMO: -15.22 eV
ΔE to the lowest compared entry with this formula, charge and spin: 961.30 kJ/mol



Q: Which of these has the lowest HOMO?
A: C27H60BF4N3



Q: Which of these has the highest net charge?
A: C27H60BF4N3